Entry from OMol25: a structure of composition C36H25CrIN7O2PS (ωB97M-V/def2-TZVPD).

Properties
2S+1   5
Orbital gap (alpha / beta)   7.50 / 7.58 eV
HOMO energy (alpha / beta)   -7.798 / -7.987 eV

Structure (XYZ):
```
74
C36H25CrIN7O2PS ωB97M-V/def2-TZVPD
Cr 0.99 -0.64 0.00
N -3.27 -5.95 3.01
C -2.16 -5.18 2.74
C -0.87 -5.70 2.89
C 0.24 -4.92 2.65
C 0.07 -3.61 2.23
C -1.20 -3.07 2.08
C -2.31 -3.85 2.32
S 1.50 -2.67 1.93
O 1.66 -2.56 0.44
O 2.63 -3.28 2.57
N 1.13 -1.21 2.45
C 2.26 -0.39 2.41
N 2.59 0.07 1.17
C 3.75 0.73 1.03
C 4.53 1.03 2.12
C 4.02 0.66 3.36
N 2.91 -0.05 3.52
H -3.16 -6.93 3.16
H -4.18 -5.62 2.73
H -0.75 -6.74 3.19
H 1.23 -5.33 2.76
H -1.32 -2.04 1.75
H -3.30 -3.44 2.17
H 4.03 1.03 0.03
H 5.46 1.56 2.02
H 4.54 0.93 4.27
I -2.31 0.58 0.92
C -2.68 0.33 -1.13
C -3.70 -0.53 -1.42
C -4.15 -0.68 -2.75
C -3.62 0.11 -3.72
C -2.57 1.03 -3.43
C -2.12 1.90 -4.45
C -1.14 2.81 -4.19
C -0.49 2.78 -2.94
C -0.85 1.92 -1.94
P 0.35 1.66 -0.56
C 1.94 2.28 -1.23
C 2.59 3.41 -0.75
C 3.84 3.77 -1.25
C 4.44 3.00 -2.24
C 3.79 1.88 -2.74
C 2.55 1.52 -2.23
C -0.07 2.87 0.74
C 0.45 2.70 2.02
C 0.13 3.59 3.03
C -0.72 4.66 2.78
C -1.25 4.82 1.50
C -0.93 3.93 0.49
C -2.01 1.09 -2.13
H -4.18 -1.10 -0.63
H -4.93 -1.39 -2.97
H -3.99 0.07 -4.74
H -2.58 1.84 -5.43
H -0.82 3.51 -4.96
H 0.37 3.44 -2.80
H 2.13 4.01 0.03
H 4.34 4.65 -0.87
H 5.41 3.29 -2.64
H 4.25 1.28 -3.51
H 2.05 0.63 -2.61
H 1.11 1.87 2.24
H 0.54 3.45 4.02
H -0.99 5.35 3.57
H -1.93 5.65 1.30
H -1.36 4.07 -0.50
N -0.32 -1.53 -1.19
C -0.87 -2.50 -1.50
C -1.68 -3.57 -1.85
C -3.09 -3.42 -1.71
N -4.23 -3.30 -1.60
C -1.09 -4.78 -2.33
N -0.61 -5.76 -2.71
```